(w)
The following is a DFT calculation (the ωB97M-V functional and the def2-TZVPD basis) of a 9-piece molecular cluster, C9H36O9 overall.

Values from the calculation:
HOMO energy	-9.613	eV
total charge	0
structure (SMILES)	CO.CO.CO.CO.CO.CO.CO.CO.CO
gap between HOMO and LUMO	10.176	eV
LUMO level	0.56	eV

The geometry in XYZ format:
```
54
Properties=species:S:1:pos:R:3:nbo_charge:R:1
C -16.77 -22.86 -2.13 -0.25
O -16.60 -22.08 -0.95 -0.72
H -17.03 -23.90 -1.87 0.16
H -17.57 -22.48 -2.76 0.18
H -15.85 -22.89 -2.72 0.17
H -15.83 -22.43 -0.51 0.46
C -10.88 -23.13 -3.85 -0.25
O -11.15 -22.65 -5.16 -0.75
H -9.98 -23.73 -3.91 0.18
H -10.71 -22.32 -3.13 0.15
H -11.71 -23.75 -3.50 0.15
H -11.93 -22.05 -5.07 0.50
C -12.39 -27.95 -7.44 -0.26
O -11.79 -27.31 -8.55 -0.74
H -12.93 -27.22 -6.84 0.18
H -13.10 -28.74 -7.70 0.18
H -11.65 -28.44 -6.80 0.17
H -11.03 -27.80 -8.85 0.48
C -13.24 -20.18 -3.38 -0.25
O -13.33 -21.03 -4.54 -0.78
H -14.14 -20.32 -2.78 0.17
H -12.40 -20.55 -2.79 0.18
H -13.21 -19.13 -3.68 0.17
H -14.25 -20.97 -4.84 0.51
C -14.42 -24.42 -5.43 -0.26
O -15.29 -24.05 -6.50 -0.77
H -13.90 -25.36 -5.64 0.17
H -13.58 -23.73 -5.23 0.19
H -15.01 -24.45 -4.51 0.17
H -14.99 -24.57 -7.26 0.51
C -15.08 -26.26 -10.07 -0.25
O -14.36 -25.63 -9.02 -0.75
H -14.44 -26.46 -10.93 0.18
H -15.57 -27.18 -9.73 0.15
H -15.91 -25.61 -10.36 0.18
H -13.61 -26.21 -8.84 0.49
C -17.14 -20.84 -5.88 -0.25
O -15.98 -21.53 -5.42 -0.78
H -16.93 -20.37 -6.84 0.16
H -17.95 -21.56 -6.06 0.17
H -17.42 -20.10 -5.14 0.19
H -15.91 -22.38 -5.90 0.51
C -17.92 -23.72 -8.75 -0.25
O -19.05 -23.15 -9.41 -0.73
H -17.04 -23.59 -9.39 0.16
H -17.69 -23.26 -7.79 0.17
H -18.14 -24.78 -8.70 0.18
H -18.98 -22.19 -9.34 0.46
C -16.68 -27.25 -6.78 -0.25
O -16.04 -28.33 -7.47 -0.73
H -16.09 -27.06 -5.90 0.19
H -16.72 -26.36 -7.41 0.17
H -17.71 -27.53 -6.53 0.17
H -16.53 -28.49 -8.29 0.46
```

---

(x)
The following is a DFT calculation (the ωB97M-V functional and the def2-TZVPD basis) of a 9-piece molecular cluster, C9H36O9 overall.

Values from the calculation:
HOMO energy	-9.985	eV
total charge	0
structure (SMILES)	CO.CO.CO.CO.CO.CO.CO.CO.CO
gap between HOMO and LUMO	10.343	eV
LUMO level	0.36	eV

The geometry in XYZ format:
```
54
Properties=species:S:1:pos:R:3:nbo_charge:R:1
C -0.51 2.86 -4.51 -0.26
O 0.10 4.09 -5.04 -0.74
H -0.50 2.77 -3.43 0.19
H -1.55 2.76 -4.84 0.16
H -0.04 1.97 -4.92 0.18
H -0.23 4.87 -4.59 0.47
C -4.62 -1.77 2.07 -0.26
O -3.52 -0.88 1.85 -0.75
H -4.29 -2.78 2.32 0.16
H -5.43 -1.46 2.72 0.19
H -5.11 -1.90 1.10 0.15
H -2.89 -1.31 1.27 0.49
C 0.92 -3.63 -1.90 -0.25
O 1.00 -4.35 -0.69 -0.76
H 1.88 -3.54 -2.42 0.16
H 0.17 -3.90 -2.64 0.18
H 0.62 -2.60 -1.71 0.16
H 1.36 -3.81 0.02 0.50
C 2.76 3.27 -1.30 -0.24
O 4.07 3.70 -0.87 -0.74
H 2.24 4.03 -1.87 0.17
H 2.76 2.29 -1.78 0.19
H 2.28 3.13 -0.33 0.16
H 3.94 4.38 -0.21 0.46
C 3.20 -1.30 0.03 -0.25
O 2.75 -2.53 0.65 -0.76
H 3.38 -1.53 -1.02 0.19
H 2.43 -0.52 -0.01 0.17
H 4.08 -0.93 0.56 0.18
H 2.52 -2.45 1.58 0.48
C 0.50 -1.81 3.19 -0.27
O 0.64 -2.96 2.38 -0.75
H -0.36 -1.80 3.85 0.19
H 1.43 -1.74 3.76 0.17
H 0.40 -0.86 2.67 0.18
H -0.11 -3.51 2.62 0.48
C -0.18 0.82 0.10 -0.25
O -0.24 1.85 -0.88 -0.75
H 0.53 1.05 0.90 0.14
H -1.20 0.68 0.47 0.18
H 0.17 -0.14 -0.29 0.18
H -0.63 2.61 -0.44 0.49
C -0.19 3.95 2.32 -0.25
O -0.57 4.19 0.95 -0.74
H 0.29 4.78 2.84 0.17
H -1.12 3.76 2.84 0.17
H 0.48 3.09 2.29 0.19
H -1.06 5.02 0.93 0.47
C -2.38 -3.10 -0.26 -0.24
O -1.56 -2.19 0.34 -0.75
H -3.39 -2.88 0.08 0.16
H -2.38 -2.99 -1.35 0.17
H -2.12 -4.13 -0.02 0.18
H -0.74 -2.63 0.58 0.50
```

---

Which one is most stable, and which one is least stable? (w) is the most stable of them, while (x) is the least stable.

---

(w)
The following is a DFT calculation (the ωB97M-V functional and the def2-TZVPD basis) of an isolated ion of composition C4H11IN3 and charge +1.

Values from the calculation:
HOMO energy (alpha / beta)	-13.199 / -13.199	eV
total charge	+1
structure (SMILES)	C/N=[NH+]/[C@@H](I)[C@H](C)N
gap between HOMO and LUMO (alpha / beta)	7.512 / 7.511	eV
LUMO level (alpha / beta)	-5.69 / -5.69	eV

The geometry in XYZ format:
```
19
Properties=species:S:1:pos:R:3:nbo_charge:R:1
C -0.88 2.82 0.48 -0.49
N -0.58 1.60 -0.24 0.04
N 0.55 1.09 -0.05 -0.19
C 1.16 -0.10 -0.52 -0.29
I 3.12 -0.09 0.41 0.19
C 0.35 -1.66 -0.22 0.06
C -1.00 -1.69 -1.00 -0.66
N 0.19 -1.85 1.08 -0.79
H 0.00 3.51 0.63 0.23
H -1.23 2.46 1.46 0.26
H -1.67 3.32 0.02 0.26
H 1.14 1.51 0.69 0.39
H 1.17 -0.03 -1.68 0.28
H 1.13 -2.34 -0.60 0.22
H -1.58 -0.82 -0.94 0.22
H -1.58 -2.56 -0.58 0.25
H -0.85 -2.03 -2.00 0.24
H 1.13 -1.84 1.64 0.40
H -0.56 -1.31 1.42 0.37
```

---

(x)
The following is a DFT calculation (the ωB97M-V functional and the def2-TZVPD basis) of an isolated ion of composition C4H11IN3 and charge +1.

Values from the calculation:
HOMO energy	-13.656	eV
total charge	+1
structure (SMILES)	C[N@@H+]1N[C@H](N)C[C@H]1I
gap between HOMO and LUMO	9.761	eV
LUMO level	-3.89	eV

The geometry in XYZ format:
```
19
Properties=species:S:1:pos:R:3:nbo_charge:R:1
C 0.39 0.84 1.87 -0.42
N -0.39 0.00 1.02 -0.22
N 0.32 -1.05 0.46 -0.48
C 0.60 -0.94 -0.97 0.09
N 1.71 -0.06 -1.29 -0.82
C -0.77 -0.32 -1.39 -0.51
C -1.16 0.65 -0.30 -0.14
I -3.30 0.69 0.02 0.22
H 1.13 0.29 2.29 0.25
H 0.93 1.53 1.19 0.22
H -0.10 1.34 2.69 0.25
H -1.20 -0.33 1.48 0.44
H 0.04 -1.93 0.70 0.39
H 0.76 -1.87 -1.37 0.23
H 2.51 -0.54 -1.17 0.38
H 1.61 0.92 -0.89 0.37
H -0.63 0.37 -2.35 0.28
H -1.58 -1.21 -1.54 0.26
H -0.87 1.61 -0.46 0.20
```

---

Which one is most stable, and which one is least stable? (x) is the most stable of them, while (w) is the least stable.

---

(w)
The following is a DFT calculation (the ωB97M-V functional and the def2-TZVPD basis) of a 2-piece molecular cluster, C2H7N3O overall.

Values from the calculation:
HOMO energy	-9.226	eV
total charge	0
structure (SMILES)	[H]/N=C/N.NC=O
gap between HOMO and LUMO	10.087	eV
LUMO level	0.86	eV

The geometry in XYZ format:
```
13
Properties=species:S:1:pos:R:3:nbo_charge:R:1
H 0.01 0.37 -3.01 0.34
N -0.24 -0.08 -2.10 -0.74
C 0.87 -0.34 -1.39 0.25
N 0.84 -1.10 -0.27 -0.85
H 1.90 -0.32 -1.90 0.15
H 1.45 -1.87 -0.17 0.40
H -0.04 -1.14 0.27 0.42
N -0.93 1.21 0.90 -0.79
C -0.79 0.34 1.88 0.53
O -1.02 -0.85 1.78 -0.62
H -0.62 0.78 0.03 0.41
H -0.63 2.16 1.15 0.39
H -0.81 0.83 2.83 0.10
```

---

(x)
The following is a DFT calculation (the ωB97M-V functional and the def2-TZVPD basis) of one molecule with the formula C2H7N3O.

Values from the calculation:
HOMO energy	-9.046	eV
total charge	0
structure (SMILES)	[H]/N=C(/CO)NN
gap between HOMO and LUMO	9.726	eV
LUMO level	0.68	eV

The geometry in XYZ format:
```
13
Properties=species:S:1:pos:R:3:nbo_charge:R:1
H -2.37 -0.50 0.89 0.39
N -1.76 0.09 0.08 -0.77
C -0.53 0.02 0.00 0.47
C 0.08 1.27 -0.82 -0.10
O -1.11 1.85 -1.19 -0.75
N 0.29 -1.05 0.55 -0.54
N 1.81 -0.94 0.39 -0.60
H 1.00 1.10 -1.32 0.20
H 0.49 1.83 0.12 0.16
H -1.85 1.06 -0.95 0.49
H -0.08 -2.04 0.73 0.39
H 2.01 -1.75 0.05 0.33
H 2.00 -0.95 1.48 0.36
```

---

Which one is most stable, and which one is least stable? (w) is the most stable of them, while (x) is the least stable.

---

(w)
The following is a DFT calculation (the ωB97M-V functional and the def2-TZVPD basis) of one molecule with the formula C2H7N3O.

Values from the calculation:
HOMO energy	-8.127	eV
total charge	0
structure (SMILES)	CN(N)/N=C/O
gap between HOMO and LUMO	8.855	eV
LUMO level	0.73	eV

The geometry in XYZ format:
```
13
Properties=species:S:1:pos:R:3:nbo_charge:R:1
C 1.13 -0.30 -0.93 -0.45
N 0.71 -0.11 0.44 -0.12
N 1.56 0.76 1.14 -0.65
N -0.60 0.06 0.74 -0.31
C -1.55 -0.28 -0.01 0.30
O -2.82 -0.11 0.45 -0.67
H 2.21 -0.25 -0.95 0.23
H 0.81 -1.29 -1.27 0.20
H 0.72 0.46 -1.61 0.17
H 1.51 0.52 2.13 0.36
H 1.25 1.74 1.05 0.33
H -1.46 -0.73 -1.00 0.13
H -3.45 -0.48 -0.17 0.48
```

---

(x)
The following is a DFT calculation (the ωB97M-V functional and the def2-TZVPD basis) of one molecule with the formula C2H7N3O.

Values from the calculation:
HOMO energy	-9.090	eV
total charge	0
structure (SMILES)	C/N=C(\[O-])[NH2+]N
gap between HOMO and LUMO	9.882	eV
LUMO level	0.79	eV

The geometry in XYZ format:
```
13
Properties=species:S:1:pos:R:3:nbo_charge:R:1
C 1.94 1.22 0.23 -0.41
N 0.62 0.64 0.22 -0.69
C 0.32 -0.54 -0.24 0.77
O 0.73 -1.44 -0.93 -0.63
N -1.21 -0.56 0.39 -0.54
N -2.19 -0.58 -0.65 -0.65
H 2.27 1.40 1.26 0.19
H 1.93 2.17 -0.31 0.20
H 2.67 0.57 -0.26 0.20
H -1.27 -1.34 1.04 0.37
H -0.74 0.51 0.77 0.48
H -3.11 -0.72 -0.25 0.36
H -1.97 -1.35 -1.28 0.37
```

---

(y)
The following is a DFT calculation (the ωB97M-V functional and the def2-TZVPD basis) of one molecule with the formula C2H7N3O.

Values from the calculation:
HOMO energy	-8.543	eV
total charge	0
structure (SMILES)	C/C(=N/O)NN
gap between HOMO and LUMO	9.334	eV
LUMO level	0.79	eV

The geometry in XYZ format:
```
13
Properties=species:S:1:pos:R:3:nbo_charge:R:1
C 0.32 -0.57 -1.69 -0.68
C -0.02 -0.27 -0.27 0.31
N -0.53 -1.21 0.37 -0.20
O -0.67 -1.19 1.64 -0.57
N 0.44 1.11 0.15 -0.53
N -0.06 1.84 1.35 -0.62
H 0.01 -1.70 -1.73 0.26
H -0.16 0.15 -2.52 0.22
H 1.54 -0.59 -2.05 0.23
H -0.93 -1.97 2.12 0.49
H 0.49 1.59 -0.78 0.37
H 0.57 1.42 2.04 0.36
H -0.98 1.41 1.37 0.35
```

---

(z)
The following is a DFT calculation (the ωB97M-V functional and the def2-TZVPD basis) of one molecule with the formula C2H7N3O.

Values from the calculation:
HOMO energy	-9.518	eV
total charge	0
structure (SMILES)	[H]/N=C(/CO)NN
gap between HOMO and LUMO	10.104	eV
LUMO level	0.59	eV

The geometry in XYZ format:
```
13
Properties=species:S:1:pos:R:3:nbo_charge:R:1
H -0.15 2.43 -0.22 0.34
N -0.79 1.62 0.16 -0.70
C -0.30 0.48 0.02 0.43
C -1.15 -0.87 0.20 -0.12
O -2.49 -0.48 -0.33 -0.70
N 1.09 0.58 -0.41 -0.49
N 1.63 -0.80 -0.12 -0.71
H -0.87 -1.38 1.06 0.21
H -0.65 -1.36 -0.70 0.22
H -2.62 0.38 -0.27 0.47
H 1.66 1.35 0.04 0.37
H 1.97 -0.77 1.04 0.31
H 2.68 -1.18 -0.48 0.38
```

---

Which one is most stable, and which one is least stable? (w) is the most stable of them, while (z) is the least stable.